Density functional theory data (ωB97M-V/def2-TZVPD) for a cluster of 13 separate species, C62H148N8O13 in total.

For the energy relative to the best compared isomer or geometry (same formula, charge and spin), the calculation gives 64.1 kcal/mol. The value obtained for the maximum force is 3.72 eV/A. The calculation puts the orbital gap at 8.3 eV. The value obtained for the LUMO energy is 0.32 eV. The net charge is 0. The energy comes out at -105216.7242 eV.

Last column: Mulliken charge in e.
Cartesian coordinates (Å):
C (-12.2173, 8.6762, 13.6657)  -1.758
C (-13.6089, 8.7362, 13.0329)  1.338
C (-14.6519, 9.0584, 14.1657)  -1.092
C (-14.7257, 10.5807, 14.4885)  -0.660
C (-15.0554, 11.2812, 13.1600)  -1.231
C (-13.9495, 11.0928, 12.1211)  1.241
N (-13.6617, 9.6569, 11.9059)  0.526
O (-12.7402, 9.4028, 10.8816)  -0.512
C (-14.4931, 11.5969, 10.7550)  -1.982
C (-12.6899, 11.9740, 12.4413)  -1.507
C (-14.1606, 7.3918, 12.4052)  -1.870
H (-11.4106, 8.5190, 12.9497)  0.343
H (-12.2260, 7.7726, 14.2752)  0.462
H (-11.9814, 9.6097, 14.1768)  0.331
H (-15.6346, 8.6485, 13.9325)  0.434
H (-14.3126, 8.6793, 15.1296)  0.354
H (-13.7764, 10.9417, 14.8842)  0.368
H (-15.6184, 10.7107, 15.1003)  0.370
H (-15.2751, 12.3398, 13.2987)  0.451
H (-15.9895, 10.9074, 12.7406)  0.444
H (-13.6660, 11.5797, 10.0454)  0.452
H (-15.2995, 11.0533, 10.2628)  0.361
H (-14.7671, 12.6257, 10.9886)  0.439
H (-12.2365, 11.6659, 13.3835)  0.299
H (-11.9342, 11.9950, 11.6561)  0.374
H (-12.9570, 13.0218, 12.5786)  0.410
H (-15.1445, 7.4243, 11.9372)  0.419
H (-14.2231, 6.6192, 13.1715)  0.435
H (-13.5751, 6.9315, 11.6093)  0.414
H (-13.2148, 8.9757, 10.1647)  0.346
C (-25.5473, 18.1027, 23.7344)  -1.794
C (-24.7119, 17.5826, 24.9614)  1.490
C (-23.3319, 18.1483, 24.7027)  -1.169
C (-22.4079, 18.0626, 25.9590)  -0.641
C (-23.0652, 18.8203, 27.0893)  -1.085
C (-24.4390, 18.2481, 27.5407)  1.397
N (-25.2668, 18.1220, 26.2551)  0.085
O (-26.5514, 17.7763, 26.4757)  -0.420
C (-24.2657, 16.9223, 28.2340)  -1.618
C (-25.0920, 19.2091, 28.5417)  -1.779
C (-24.6200, 16.0122, 24.8618)  -1.669
H (-26.5850, 17.7698, 23.7575)  0.403
H (-25.2635, 17.6704, 22.7748)  0.367
H (-25.5871, 19.1903, 23.6755)  0.426
H (-22.7554, 17.6292, 23.9370)  0.363
H (-23.5150, 19.1733, 24.3805)  0.389
H (-21.5053, 18.5968, 25.6623)  0.370
H (-22.0779, 17.0319, 26.0895)  0.350
H (-23.2001, 19.8306, 26.7029)  0.360
H (-22.3919, 18.6538, 27.9301)  0.411
H (-25.2841, 16.5419, 28.3128)  0.383
H (-23.6969, 16.1333, 27.7421)  0.281
H (-23.8114, 17.1569, 29.1967)  0.472
H (-24.3834, 19.2513, 29.3688)  0.398
H (-25.2542, 20.2190, 28.1649)  0.395
H (-26.0619, 18.9042, 28.9347)  0.363
H (-24.0597, 15.5319, 25.6639)  0.294
H (-24.1567, 15.6671, 23.9375)  0.401
H (-25.6075, 15.5691, 24.9911)  0.423
H (-26.5006, 16.8971, 26.8579)  0.355
C (-21.3717, 15.8023, 14.6695)  -1.999
C (-21.0355, 17.2813, 14.9734)  1.570
C (-20.2181, 17.1392, 16.2750)  -1.294
C (-19.5763, 18.4526, 16.7466)  -0.657
C (-18.6618, 19.0157, 15.6151)  -1.191
C (-19.3033, 19.0779, 14.1419)  1.737
N (-20.1268, 17.8649, 13.9295)  0.253
O (-20.7443, 17.8689, 12.7305)  -0.489
C (-20.1215, 20.3638, 14.0415)  -1.794
C (-18.1769, 19.0409, 13.1585)  -1.964
C (-22.3183, 18.0430, 15.1348)  -1.739
H (-21.7802, 15.6589, 13.6691)  0.448
H (-22.1319, 15.4112, 15.3456)  0.411
H (-20.5067, 15.1391, 14.6786)  0.426
H (-20.9019, 16.7184, 17.0122)  0.447
H (-19.4735, 16.3477, 16.1906)  0.451
H (-18.8908, 18.2072, 17.5578)  0.379
H (-20.3126, 19.1492, 17.1474)  0.341
H (-17.6705, 18.5653, 15.5651)  0.410
H (-18.5293, 20.0515, 15.9278)  0.336
H (-20.7356, 20.6218, 14.9042)  0.360
H (-19.4962, 21.2521, 13.9513)  0.458
H (-20.8517, 20.4688, 13.2391)  0.322
H (-17.4939, 19.8895, 13.1977)  0.369
H (-17.5894, 18.1230, 13.1805)  0.436
H (-18.7327, 19.0830, 12.2218)  0.480
H (-23.0328, 17.3559, 15.5880)  0.455
H (-22.7649, 18.2642, 14.1654)  0.366
H (-22.2944, 18.9969, 15.6616)  0.284
H (-20.3550, 17.0653, 12.3780)  0.387
C (-27.0460, 6.6360, 19.9503)  -1.947
C (-27.3523, 6.9924, 18.5122)  1.741
C (-26.0651, 7.7245, 18.0056)  -1.140
C (-24.8980, 6.7993, 17.5472)  -0.812
C (-25.5049, 5.7445, 16.5366)  -1.185
C (-26.7611, 4.9686, 16.9921)  1.197
N (-27.7338, 5.8886, 17.5983)  0.445
O (-29.0244, 5.3252, 17.8168)  -0.463
C (-27.3044, 4.2363, 15.6844)  -1.794
C (-26.3067, 3.9098, 18.0249)  -1.643
C (-28.5855, 7.9193, 18.5020)  -2.011
H (-26.0552, 6.2079, 20.1026)  0.351
H (-27.7071, 5.8548, 20.3255)  0.416
H (-27.1649, 7.4795, 20.6303)  0.441
H (-26.2559, 8.3440, 17.1292)  0.408
H (-25.5950, 8.3590, 18.7569)  0.447
H (-24.4956, 6.2555, 18.4018)  0.332
H (-24.0321, 7.3099, 17.1256)  0.398
H (-24.6942, 5.0302, 16.3929)  0.435
H (-25.7251, 6.1472, 15.5479)  0.446
H (-27.8247, 4.9852, 15.0872)  0.454
H (-26.4811, 3.8078, 15.1129)  0.374
H (-28.0827, 3.5023, 15.8932)  0.374
H (-25.7054, 3.1903, 17.4690)  0.449
H (-25.8410, 4.3698, 18.8965)  0.329
H (-27.2229, 3.4298, 18.3690)  0.363
H (-28.2387, 8.9299, 18.7178)  0.467
H (-29.3703, 7.5709, 19.1733)  0.364
H (-29.0919, 8.0226, 17.5423)  0.436
H (-29.5078, 5.8443, 17.1699)  0.328
C (-30.4038, 10.4177, 9.9314)  -1.653
C (-30.9956, 11.8298, 9.6008)  1.400
C (-29.8619, 12.8627, 9.9093)  -1.246
C (-28.7295, 12.8327, 8.8555)  -0.628
C (-29.3769, 13.0700, 7.4735)  -1.384
C (-30.5022, 12.0270, 7.1062)  1.822
N (-31.4836, 11.9135, 8.2223)  0.210
O (-32.5809, 11.1257, 7.8817)  -0.443
C (-31.1975, 12.4810, 5.8381)  -2.076
C (-29.8023, 10.6532, 6.7182)  -1.772
C (-32.1463, 12.1874, 10.6024)  -1.803
H (-29.7606, 10.0247, 9.1441)  0.406
H (-31.1599, 9.6536, 9.7510)  0.398
H (-29.7803, 10.2563, 10.8108)  0.353
H (-30.2539, 13.8734, 9.7958)  0.346
H (-29.4771, 12.7288, 10.9202)  0.502
H (-28.2684, 11.8452, 8.8736)  0.292
H (-27.8748, 13.4965, 8.9852)  0.416
H (-28.6241, 13.1554, 6.6898)  0.434
H (-29.8016, 14.0715, 7.5421)  0.406
H (-31.7031, 11.5802, 5.4901)  0.478
H (-31.9112, 13.2988, 5.9375)  0.414
H (-30.4061, 12.8931, 5.2120)  0.438
H (-29.5768, 10.4957, 5.6635)  0.394
H (-28.8269, 10.5583, 7.1953)  0.323
H (-30.4830, 9.8807, 7.0761)  0.423
H (-33.0279, 11.5487, 10.5483)  0.369
H (-32.5897, 13.1265, 10.2710)  0.449
H (-31.8244, 12.2242, 11.6431)  0.376
H (-33.2052, 11.7835, 7.5668)  0.355
C (-26.1254, 24.8041, 15.0529)  -0.439
O (-26.2239, 25.2964, 13.7102)  -0.502
H (-25.4948, 25.4602, 15.6528)  0.200
H (-27.0860, 24.6608, 15.5477)  0.218
H (-25.6815, 23.8384, 14.8111)  0.221
H (-26.7879, 24.6895, 13.2252)  0.302
C (-15.3801, 23.0760, 22.6883)  -0.494
O (-16.2465, 23.1733, 23.8072)  -0.494
H (-14.7111, 23.9364, 22.7025)  0.244
H (-14.7667, 22.1757, 22.6503)  0.238
H (-15.9507, 23.1480, 21.7624)  0.209
H (-15.7156, 22.9691, 24.5806)  0.296
C (-27.0197, 21.0966, 8.6702)  -0.455
O (-28.1023, 22.0181, 8.9184)  -0.500
H (-26.3102, 21.5335, 7.9674)  0.231
H (-26.5383, 20.8470, 9.6158)  0.198
H (-27.4427, 20.2051, 8.2072)  0.228
H (-28.6150, 21.9945, 8.1071)  0.299
C (-21.1208, 11.0138, 8.3151)  -0.543
O (-21.1396, 12.4155, 8.4444)  -0.478
H (-20.7159, 10.5006, 9.1873)  0.222
H (-22.1240, 10.6098, 8.1787)  0.244
H (-20.4458, 10.7280, 7.5084)  0.245
H (-21.3838, 12.6960, 7.5594)  0.307
C (-23.4271, 27.4483, 8.7815)  -0.486
O (-23.0937, 28.0071, 10.0365)  -0.498
H (-23.1349, 28.0345, 7.9103)  0.219
H (-22.9650, 26.4620, 8.8228)  0.236
H (-24.4890, 27.2099, 8.8424)  0.220
H (-23.6947, 27.6058, 10.6684)  0.308
C (-9.5308, 21.1075, 15.7279)  -1.329
C (-8.5115, 21.3507, 14.5735)  0.397
C (-9.0503, 22.0712, 13.3242)  -0.607
O (-8.0248, 21.9131, 12.3249)  -0.342
C (-8.4847, 21.6544, 11.0222)  -0.804
N (-7.2601, 21.8246, 15.2175)  -0.653
H (-9.8111, 22.0597, 16.1782)  0.331
H (-9.2718, 20.4191, 16.5324)  0.342
H (-10.4394, 20.6736, 15.3104)  0.355
H (-8.3365, 20.3606, 14.1525)  0.212
H (-9.1743, 23.1385, 13.5076)  0.242
H (-9.8573, 21.5070, 12.8568)  0.386
H (-7.5940, 21.7208, 10.3974)  0.264
H (-9.0939, 22.4857, 10.6675)  0.332
H (-8.9965, 20.7175, 10.8026)  0.322
H (-7.4799, 22.6520, 15.7534)  0.263
H (-6.6467, 22.1527, 14.4854)  0.290
C (-19.2080, 29.2698, 16.9672)  -1.468
C (-18.1203, 28.2866, 17.4850)  0.625
C (-16.8821, 28.3554, 16.5683)  -0.779
O (-15.9124, 27.2988, 16.9122)  -0.311
C (-14.7013, 27.5592, 16.2786)  -0.726
N (-17.8466, 28.6463, 18.8311)  -0.824
H (-18.9473, 30.3230, 16.8631)  0.343
H (-19.9714, 29.3957, 17.7350)  0.363
H (-19.7375, 28.9414, 16.0728)  0.378
H (-18.6026, 27.3111, 17.5459)  0.274
H (-16.3709, 29.3152, 16.6431)  0.392
H (-17.1932, 28.3030, 15.5250)  0.374
H (-14.0137, 26.7461, 16.5116)  0.245
H (-14.3043, 28.4473, 16.7703)  0.321
H (-14.8607, 27.7205, 15.2125)  0.288
H (-18.5952, 28.4237, 19.4715)  0.245
H (-17.1823, 27.9633, 19.1663)  0.260
C (-21.2930, 17.4020, 4.9291)  -1.331
C (-20.1447, 16.7097, 4.0685)  0.595
C (-18.7500, 16.7983, 4.6969)  -0.735
O (-17.7533, 16.4439, 3.7657)  -0.364
C (-16.4341, 16.8962, 4.1066)  -0.735
N (-20.5872, 15.3338, 3.9940)  -0.713
H (-20.9959, 18.4394, 5.0832)  0.350
H (-21.5913, 16.9346, 5.8675)  0.307
H (-22.2467, 17.3884, 4.4015)  0.366
H (-20.1055, 17.2067, 3.0992)  0.232
H (-18.7018, 16.0392, 5.4776)  0.275
H (-18.4890, 17.7576, 5.1438)  0.407
H (-15.6748, 16.3598, 3.5375)  0.251
H (-16.2524, 16.8873, 5.1813)  0.319
H (-16.4581, 17.8895, 3.6584)  0.293
H (-21.4150, 15.3571, 3.4158)  0.240
H (-19.9519, 14.8705, 3.3600)  0.248